8 unconnected molecules or ions with the total composition C14H18B2Br4N2O22. Source: the Open Molecules 2025 dataset; level of theory: ωB97M-V/def2-TZVPD.

Structure (XYZ):
```
62
Properties=species:S:1:pos:R:3:forces:R:3
Br 2.6156 4.0281 5.7884 0.53 0.61 0.03
Br -8.5448 7.9221 1.1907 0.35 -0.25 -0.68
Br -5.4591 5.9796 0.2837 -1.27 -0.35 -0.62
Br 6.2017 6.9555 5.4133 -0.35 -0.49 -0.47
O 3.6402 1.8029 -4.9755 -2.63 2.34 -0.17
O -1.2041 6.4859 -5.8640 1.87 -4.24 1.51
O 2.5804 2.2157 -2.3493 -1.03 0.93 -1.70
O 0.2215 -3.8368 -3.0622 1.55 0.23 1.17
O 5.0909 -9.2871 4.6394 -2.10 1.77 -1.12
O 1.2726 -7.6690 2.9087 -0.91 -0.46 -0.12
O -7.8326 -2.3292 -1.2736 -1.29 0.03 1.44
O -1.0880 -4.2760 -4.7456 -2.59 -0.34 -1.93
O -0.1872 -5.0547 4.6865 3.84 -3.28 -1.52
O 1.7964 3.0453 -5.6148 -0.02 -0.03 -0.67
O 1.9234 -6.0515 4.4815 -0.36 -0.73 -0.13
O 1.0229 -4.6237 -5.0220 1.13 -0.16 -0.27
O -2.5986 3.8886 -6.0200 2.11 0.24 0.43
O 3.0378 -8.3382 4.4682 -1.44 0.37 0.65
O -0.6541 3.0367 -5.3226 0.90 -0.77 0.21
O -8.2459 -1.7868 0.9067 -0.21 0.31 0.40
O 0.5155 5.0261 -5.1720 -1.04 1.12 0.21
O -6.3678 -1.1493 -0.1561 -0.52 0.58 1.78
O 3.5067 -6.8588 2.7153 -0.08 0.26 0.83
O 0.8896 3.2510 -3.4567 -0.11 0.28 -0.33
O -0.9510 -7.0167 2.6962 3.20 -0.21 1.11
O 5.7294 -7.2500 2.5892 -1.10 -0.25 0.41
N 5.1763 -4.0067 -2.1934 -0.54 0.57 -0.05
N -1.0618 -0.2006 1.6812 -0.10 -0.82 -0.15
C 2.0526 2.6521 -3.3726 0.93 -0.91 2.30
C 0.6302 -5.9242 4.2235 -3.51 3.73 1.67
C 0.0010 -4.2192 -4.2147 0.02 1.16 3.58
C 0.1809 -6.9502 3.1767 -1.88 -0.01 -0.79
C 4.2789 -8.4894 4.1500 3.38 -1.79 1.01
C 2.6216 2.4999 -4.7786 2.96 -2.95 0.38
C -7.2418 6.0911 -0.7220 1.11 0.02 0.62
C 4.6286 -7.4613 3.0600 0.95 0.33 -0.80
C 4.8599 5.5940 4.8908 0.81 -0.44 -1.38
C -7.4877 -1.7525 -0.2158 2.20 -1.18 -4.89
C -1.4251 4.0149 -5.6735 -4.85 -0.09 -0.91
C -0.7524 5.3530 -5.5472 0.87 3.18 -1.18
C -7.7048 7.5062 -0.5519 -0.20 0.49 -0.26
C 4.2221 5.1628 6.1287 -1.05 -0.28 1.52
B 2.4196 -7.2424 3.7009 0.12 0.44 -1.26
B 0.6209 3.5678 -4.8912 0.12 0.90 0.04
H -8.4199 7.7652 -1.3327 -0.30 -0.11 0.24
H -6.9956 5.8931 -1.7652 0.16 0.09 0.12
H 0.3120 -4.6967 -5.6630 0.49 -0.86 -2.35
H 4.5695 -3.4290 -1.6293 -0.24 -0.02 1.22
H -6.8653 8.1897 -0.6796 -0.13 -0.05 0.27
H -0.7727 0.6902 2.0594 -0.13 0.55 -0.32
H 4.5428 -4.1808 -2.9605 0.03 -0.35 -1.19
H 3.9614 6.0665 6.6796 -0.60 -0.45 0.27
H -1.8635 -0.2133 1.0670 -0.91 0.77 -0.28
H -1.2922 -0.8154 2.4487 0.04 -0.53 0.43
H -0.3512 -0.6209 1.0994 0.84 -0.21 -0.03
H 5.3463 4.7344 4.4298 0.42 0.35 -0.12
H -7.6176 -1.2044 1.3398 -0.12 0.38 1.45
H 5.4742 -4.8779 -1.7781 -0.16 -0.31 0.54
H 5.9738 -3.4277 -2.4145 0.31 0.08 -0.61
H 4.1716 5.9889 4.1436 0.13 0.41 0.32
H -7.9357 5.3219 -0.3830 0.30 0.13 0.31
H 4.8318 4.5110 6.7544 0.11 0.28 -0.17
```
Forces are in eV/Å.

Its total charge is -2. For the HOMO-LUMO gap, the calculation gives 0.1245 Ha. The relative energy (zero: lowest compared OMol25 entry of this formula, charge and spin) is 821.4 kJ/mol. As for the multiplicity: 1.